C3HF3I2O | ωB97M-V/def2-TZVPD

## Properties
largest force on an atom = 3.774 eV/A
LUMO = -0.634 eV
HOMO energy = -9.8 eV
gap between HOMO and LUMO = 0.33711 Eh
E = -29526.1328 eV

Last column: Mulliken charge in e.
Positions of all 10 atoms, in Å:
C 0.271 0.548 -0.468  0.032
C -1.220 -0.383 -0.585  -0.083
C 1.048 0.000 0.729  0.511
O 0.408 1.529 -1.096  -0.391
F -1.611 -0.220 -1.857  -0.220
F 0.770 0.551 1.860  -0.151
F 0.666 -1.296 0.896  -0.227
I -2.259 0.936 0.777  0.120
I 3.209 -0.096 0.147  0.057
H -1.282 -1.569 -0.401  0.352